<A>
{
  "formula": "CHF3O",
  "method": "the ωB97M-V functional and the def2-TZVPD basis",
  "symbols": ["F", "F", "F", "O", "C", "H"],
  "xyz": [[0.33, 1.53, 0.77], [-1.39, 0.16, -0.30], [-0.54, -1.31, 0.99], [0.83, -0.47, -0.63], [-0.27, -0.41, 0.05], [1.04, 0.51, -0.87]],
  "lumo_ev": -0.56,
  "gap_ev": 10.48
}

---

<B>
{
  "formula": "CHF3O",
  "method": "the ωB97M-V functional and the def2-TZVPD basis",
  "symbols": ["F", "F", "F", "O", "C", "H"],
  "xyz": [[1.96, -0.60, -0.45], [2.20, 0.87, 1.20], [1.09, -1.15, 1.34], [0.22, 0.54, 0.26], [1.38, -0.08, 0.59], [-0.10, 0.92, 1.01]],
  "lumo_ev": 0.73,
  "gap_ev": 13.72,
  "smiles": "OC(F)(F)F"
}

---

Which is most stable, and by how much? <B>, by 255.8 kJ/mol.

---

<A>
{
  "formula": "C46H58Cl4GeInNO6SSe",
  "method": "the ωB97M-V functional and the def2-TZVPD basis",
  "symbols": ["In", "Se", "Ge", "Cl", "Cl", "Cl", "Cl", "S", "O", "O", "O", "O", "O", "O", "N", "C", "C", "C", "C", "C", "C", "C", "C", "C", "C", "C", "C", "C", "C", "C", "C", "C", "C", "C", "C", "C", "C", "C", "C", "C", "C", "C", "C", "C", "C", "C", "C", "C", "C", "C", "C", "C", "C", "C", "C", "C", "C", "C", "C", "C", "C", "H", "H", "H", "H", "H", "H", "H", "H", "H", "H", "H", "H", "H", "H", "H", "H", "H", "H", "H", "H", "H", "H", "H", "H", "H", "H", "H", "H", "H", "H", "H", "H", "H", "H", "H", "H", "H", "H", "H", "H", "H", "H", "H", "H", "H", "H", "H", "H", "H", "H", "H", "H", "H", "H", "H", "H", "H", "H"],
  "xyz": [[11.89, 11.59, 11.84], [11.27, 9.39, 13.48], [10.12, 12.42, 8.15], [8.74, 13.80, 7.24], [18.24, 6.27, 12.58], [11.29, 11.45, 6.53], [11.63, 13.62, 9.17], [9.11, 8.96, 8.05], [13.79, 10.74, 12.26], [11.78, 10.41, 10.05], [12.10, 12.36, 13.79], [8.71, 10.37, 7.87], [13.76, 10.91, 9.11], [13.10, 7.79, 10.12], [8.56, 12.37, 11.57], [11.07, 12.08, 14.57], [16.73, 6.76, 11.86], [14.34, 7.53, 10.71], [10.42, 13.12, 15.28], [7.78, 7.89, 7.43], [12.88, 10.12, 9.38], [13.07, 9.30, 13.99], [15.55, 8.13, 10.34], [15.53, 6.20, 12.33], [9.48, 7.46, 10.29], [7.10, 9.69, 16.94], [12.28, 14.74, 15.74], [8.19, 9.47, 10.61], [13.38, 8.40, 15.05], [10.55, 10.77, 14.65], [9.45, 10.46, 15.45], [15.30, 10.15, 14.00], [13.83, 6.58, 17.16], [16.80, 7.73, 10.87], [10.81, 15.00, 13.67], [13.03, 8.65, 8.99], [8.86, 8.61, 9.77], [8.37, 7.81, 12.37], [16.50, 12.26, 14.58], [14.02, 10.09, 13.38], [17.78, 10.44, 13.56], [9.69, 12.19, 11.76], [16.08, 6.38, 16.21], [7.98, 7.19, 13.67], [9.21, 7.06, 11.57], [8.78, 11.46, 16.11], [16.27, 11.89, 12.21], [7.94, 9.09, 11.91], [15.67, 8.15, 17.91], [6.34, 12.03, 16.68], [15.54, 9.33, 15.08], [13.04, 6.04, 12.31], [7.56, 11.15, 17.01], [9.29, 12.76, 16.02], [15.05, 7.42, 16.71], [14.33, 6.59, 11.77], [10.87, 14.57, 15.15], [8.03, 11.46, 18.43], [14.64, 8.40, 15.64], [16.42, 11.16, 13.54], [9.95, 15.51, 15.94], [13.19, 5.52, 13.25], [17.80, 9.48, 13.00], [10.15, 6.91, 9.60], [18.05, 10.16, 14.59], [15.57, 12.78, 14.66], [16.77, 11.86, 15.59], [7.26, 11.09, 19.14], [8.89, 7.02, 14.26], [7.26, 7.84, 14.19], [9.17, 9.42, 15.44], [15.72, 7.40, 18.72], [7.48, 6.23, 13.49], [17.00, 6.86, 15.95], [15.39, 12.49, 12.19], [9.72, 6.20, 12.02], [7.45, 9.80, 12.51], [16.44, 9.50, 15.65], [13.43, 6.03, 16.34], [17.72, 8.26, 10.59], [18.59, 11.06, 13.16], [12.27, 14.41, 16.76], [16.66, 8.50, 17.68], [10.90, 16.07, 13.60], [15.54, 5.42, 13.07], [8.98, 10.92, 18.67], [8.66, 13.53, 16.51], [8.92, 15.52, 15.50], [15.06, 9.01, 18.17], [15.60, 8.94, 9.58], [6.18, 9.57, 17.50], [12.61, 7.72, 15.42], [7.67, 8.00, 6.38], [8.23, 12.50, 18.55], [12.58, 15.77, 15.68], [15.76, 5.83, 15.28], [7.93, 10.44, 10.24], [8.02, 6.87, 7.71], [16.21, 5.64, 17.04], [13.05, 14.18, 15.19], [9.87, 14.74, 13.23], [7.81, 9.00, 17.33], [13.93, 8.51, 8.37], [16.17, 11.18, 11.38], [17.30, 12.96, 14.27], [17.14, 12.50, 12.09], [10.30, 16.56, 15.84], [12.21, 8.28, 8.39], [11.61, 14.50, 13.14], [5.69, 11.63, 15.90], [6.88, 9.40, 15.87], [14.17, 5.87, 17.92], [5.75, 12.16, 17.54], [12.53, 5.39, 11.59], [6.89, 8.31, 7.85], [12.37, 6.90, 12.54], [9.80, 15.13, 16.97], [13.04, 7.24, 17.59], [6.63, 13.04, 16.39]],
  "lumo_ev": [2.03, 0.57],
  "gap_ev": [7.38, 5.93],
  "multiplicity": 2,
  "s2": 0.75,
  "total_charge": -1
}

---

<B>
{
  "formula": "C46H58Cl4GeInNO6SSe",
  "method": "the ωB97M-V functional and the def2-TZVPD basis",
  "symbols": ["In", "Se", "Ge", "Cl", "Cl", "Cl", "Cl", "S", "O", "O", "O", "O", "O", "O", "N", "C", "C", "C", "C", "C", "C", "C", "C", "C", "C", "C", "C", "C", "C", "C", "C", "C", "C", "C", "C", "C", "C", "C", "C", "C", "C", "C", "C", "C", "C", "C", "C", "C", "C", "C", "C", "C", "C", "C", "C", "C", "C", "C", "C", "C", "C", "H", "H", "H", "H", "H", "H", "H", "H", "H", "H", "H", "H", "H", "H", "H", "H", "H", "H", "H", "H", "H", "H", "H", "H", "H", "H", "H", "H", "H", "H", "H", "H", "H", "H", "H", "H", "H", "H", "H", "H", "H", "H", "H", "H", "H", "H", "H", "H", "H", "H", "H", "H", "H", "H", "H", "H", "H", "H"],
  "xyz": [[11.21, 15.02, 17.81], [11.24, 15.05, 20.51], [8.06, 17.55, 17.59], [8.58, 18.90, 19.13], [6.09, 17.04, 17.97], [7.96, 18.77, 15.87], [12.32, 17.77, 8.46], [11.12, 18.40, 17.24], [10.89, 14.30, 12.96], [11.61, 12.99, 18.17], [11.39, 14.49, 15.70], [13.25, 15.43, 18.07], [11.31, 17.30, 18.27], [10.01, 16.20, 15.76], [7.95, 13.99, 18.00], [12.08, 10.19, 18.20], [12.77, 16.57, 10.84], [16.91, 17.20, 18.14], [11.82, 11.03, 19.47], [12.89, 9.74, 23.49], [11.54, 11.18, 21.92], [11.50, 22.27, 18.01], [8.95, 14.56, 10.91], [11.67, 19.90, 17.93], [12.44, 15.75, 11.90], [10.43, 9.34, 23.26], [15.01, 15.99, 21.82], [17.24, 14.76, 18.39], [11.28, 11.37, 24.44], [9.92, 14.84, 13.85], [15.19, 15.85, 19.35], [10.86, 10.29, 17.28], [11.20, 15.13, 11.92], [12.29, 8.72, 18.53], [10.50, 15.22, 15.20], [12.67, 22.32, 18.74], [13.34, 10.66, 17.45], [15.58, 15.62, 16.77], [11.36, 13.14, 20.54], [15.62, 16.21, 23.20], [14.97, 17.45, 23.84], [10.96, 21.06, 17.62], [11.58, 12.43, 19.34], [13.30, 23.62, 19.15], [11.87, 16.75, 9.82], [11.35, 12.54, 21.79], [10.64, 16.11, 9.81], [13.32, 21.14, 19.12], [10.27, 15.30, 10.88], [15.35, 15.00, 24.10], [16.17, 15.85, 18.17], [15.72, 16.02, 20.63], [12.40, 18.14, 15.99], [13.08, 15.51, 20.47], [12.83, 19.92, 18.70], [8.97, 14.53, 17.94], [17.13, 16.42, 23.13], [11.78, 10.48, 20.72], [11.52, 10.42, 23.25], [13.80, 15.60, 19.24], [13.67, 15.71, 21.69], [13.30, 11.72, 17.21], [14.25, 10.45, 18.02], [15.37, 17.63, 24.84], [14.28, 14.79, 24.17], [10.98, 23.20, 17.79], [14.08, 23.92, 18.46], [8.18, 15.12, 11.44], [9.43, 15.73, 13.45], [13.40, 18.17, 16.45], [11.05, 9.70, 16.37], [17.37, 17.30, 22.55], [13.89, 17.36, 23.94], [17.66, 17.20, 17.34], [11.97, 9.43, 20.81], [16.78, 13.76, 18.37], [15.72, 15.19, 25.12], [17.99, 14.83, 17.61], [17.53, 16.55, 24.13], [14.82, 16.36, 16.53], [13.11, 9.02, 22.69], [13.69, 17.12, 10.81], [8.59, 14.37, 9.91], [10.04, 20.96, 17.05], [11.41, 8.27, 19.01], [10.00, 9.84, 17.78], [13.10, 15.58, 12.73], [12.48, 8.18, 17.60], [10.64, 11.31, 17.02], [11.19, 13.15, 22.67], [16.40, 15.69, 16.05], [9.07, 13.60, 11.42], [13.69, 10.47, 23.51], [10.63, 8.60, 22.49], [16.21, 18.03, 17.96], [12.56, 24.42, 19.16], [17.73, 14.87, 19.35], [12.03, 12.17, 24.49], [13.32, 19.00, 18.97], [12.20, 17.17, 15.55], [14.21, 21.20, 19.72], [15.12, 14.64, 16.68], [17.41, 17.41, 19.06], [15.16, 18.36, 23.24], [13.73, 23.54, 20.15], [12.85, 9.20, 24.45], [13.15, 8.58, 19.19], [10.30, 11.88, 24.37], [17.63, 15.54, 22.69], [9.44, 9.78, 23.08], [13.02, 15.66, 22.56], [11.31, 10.83, 25.40], [10.41, 8.81, 24.22], [15.82, 14.09, 23.72], [9.96, 16.25, 8.97], [9.17, 14.07, 14.09], [12.26, 18.94, 15.26], [13.41, 10.09, 16.51], [16.78, 16.19, 20.68]],
  "lumo_ev": [1.99, 0.47],
  "gap_ev": [6.87, 5.36],
  "multiplicity": 2,
  "s2": 0.75,
  "total_charge": -1
}

---

Which is most stable, and by how much? <B>, by 112.7 kJ/mol.

---

<A>
{
  "formula": "C4H9Cl",
  "method": "the ωB97M-V functional and the def2-TZVPD basis",
  "symbols": ["Cl", "C", "C", "C", "C", "H", "H", "H", "H", "H", "H", "H", "H", "H"],
  "xyz": [[0.82, 0.74, 2.07], [0.51, -0.14, -0.63], [1.09, 0.91, -1.25], [-0.25, 0.14, 0.72], [-1.17, -1.08, 1.11], [-0.93, 0.77, 0.55], [-1.45, -1.15, 0.04], [-1.95, -0.71, 1.97], [0.22, 1.27, -2.16], [-0.78, -1.94, 1.58], [-0.34, -0.26, -1.39], [1.84, 0.43, -2.03], [1.58, 2.08, -0.64], [0.81, -1.08, 0.06]],
  "lumo_ev": 0.90,
  "gap_ev": 10.91
}

---

<B>
{
  "formula": "C4H9Cl",
  "method": "the ωB97M-V functional and the def2-TZVPD basis",
  "symbols": ["Cl", "C", "C", "C", "C", "H", "H", "H", "H", "H", "H", "H", "H", "H"],
  "xyz": [[2.61, 0.06, 0.23], [-0.04, 0.03, -0.30], [-0.28, 1.22, 0.64], [-0.28, -1.22, 0.49], [1.29, -0.08, -0.98], [0.37, 1.29, 1.48], [-0.86, -0.07, -1.15], [1.36, -0.92, -1.64], [-1.23, 1.00, 1.28], [-0.36, 2.07, 0.04], [0.20, -0.97, 1.48], [0.30, -2.00, -0.07], [1.61, 0.78, -1.69], [-1.35, -1.39, 0.50]],
  "lumo_ev": 0.97,
  "gap_ev": 11.41,
  "smiles": "CC(C)CCl"
}

---

Which is most stable, and by how much? <B>, by 434.4 kJ/mol.